Record 1
C16H20I2N3O3 | ωB97M-V/def2-TZVPD

```
44
Properties=species:S:1:pos:R:3:forces:R:3
C 4.365 -0.375 0.901 -0.4 0.1 0.2
C 2.818 -0.088 0.337 0.0 -0.3 1.1
C 2.236 -1.336 -0.551 1.4 0.1 0.1
C 0.747 -1.103 -1.194 -0.2 -1.4 -0.6
C -0.489 -1.755 -0.305 -1.3 0.5 0.6
C -1.732 -0.803 0.285 -0.3 -4.4 1.4
C -1.867 0.811 0.038 -2.3 -1.2 -0.5
I -0.174 2.013 0.724 -0.8 -0.7 0.0
C -2.283 1.076 -1.560 1.1 0.2 -0.1
C -1.308 2.154 -2.318 -0.8 0.4 -1.2
I -4.315 1.999 -1.583 1.0 -0.6 0.1
C -2.902 -1.633 1.143 2.3 -1.5 -0.9
C -4.245 -0.906 1.792 -5.9 -0.6 -1.5
O -5.465 -1.262 1.377 8.6 2.2 2.7
O -4.094 0.189 2.807 0.3 -4.4 -1.2
C -2.816 -3.285 1.378 3.8 2.2 -2.8
C -1.520 -4.037 0.713 -2.3 2.8 0.8
N -0.441 -3.281 -0.079 -5.3 2.7 2.7
O 0.547 -4.074 -0.591 -1.0 -1.1 -3.8
C 0.159 -4.543 -1.957 0.7 0.3 -8.3
N 0.086 -4.702 -3.263 0.5 1.3 12.1
H 5.182 -0.073 0.114 -1.7 -0.5 1.6
H 4.525 -1.508 1.183 -0.5 2.2 -0.7
H 4.498 0.233 1.920 -0.1 -1.2 -2.5
H 2.770 0.958 -0.237 0.1 -2.4 1.3
H 2.148 -0.042 1.325 1.3 0.2 -2.3
H 2.328 -2.305 0.126 -0.5 2.0 -1.5
H 2.986 -1.505 -1.456 -1.7 0.3 1.8
H 0.589 0.021 -1.480 -0.1 -2.2 1.0
H 0.736 -1.704 -2.226 -0.2 1.2 2.2
H -2.815 1.198 0.652 2.4 -1.1 -1.0
H -2.412 0.047 -2.120 0.5 2.2 1.1
H -0.182 1.844 -2.392 -2.2 0.5 0.3
H -1.411 3.247 -1.855 0.3 -2.6 -0.8
H -1.721 2.255 -3.433 0.9 -0.3 2.4
H -4.027 -0.338 3.678 -0.1 1.3 -1.6
H -3.657 -3.882 1.976 2.2 1.4 -1.5
H -1.457 -5.221 0.844 0.3 3.0 -0.6
C 2.155 5.611 1.192 0.7 -0.7 -0.7
C 2.959 4.678 0.301 4.4 -5.1 -4.9
N 3.625 3.904 -0.438 -5.4 6.1 5.9
H 2.641 5.707 2.166 0.0 -0.1 -0.2
H 2.086 6.600 0.730 0.1 -0.2 0.0
H 1.146 5.214 1.334 0.2 0.0 -0.1
```
Forces are in eV/Å.

Computed properties:
2S+1 ... 1
Orbital gap ... 0.2368 Eh
Net charge ... +1
E_tot ... -1606.1544 hartree

Quick look at the Mulliken charges, all values in e:
1. C -1.04
2. C -0.09
3. C -0.51
4. C -0.02
5. C 0.39
6. C 0.31
7. C -0.89
8. I 0.20
9. C -0.39
10. C -1.09
11. I 0.11
12. C 0.30
13. C 0.15
14. O -0.41
15. O -0.43
16. C -0.61
17. C -0.23
18. N 0.41
19. O -0.20
20. C 0.45
21. N -0.32
22. H 0.29
23. H 0.30
24. H 0.29
25. H 0.20
26. H 0.11
27. H 0.28
28. H 0.33
29. H -0.47
30. H 0.41
31. H 0.54
32. H 0.48
33. H 0.30
34. H 0.35
35. H 0.38
36. H 0.36
37. H 0.38
38. H 0.37
39. C -0.62
40. C 0.37
41. N -0.46
42. H 0.26
43. H 0.29
44. H 0.18

Record 2
ClCu | ωB97M-V/def2-TZVPD

```
2
Properties=species:S:1:pos:R:3:forces:R:3
Cu -0.633 0.995 -0.360 0.6 -0.9 0.3
Cl 0.633 -0.995 0.360 -0.6 0.9 -0.3
```
Forces are in eV/Å.

Computed properties:
2S+1 ... 2
Energy above the lowest of the compared OMol25 structures with the same formula, charge and spin ... 0.524 eV
Orbital gap (spin up / spin down) ... 0.3617 / 0.2408 Eh
Net charge ... +1
E_tot ... -2100.2603 hartree

Quick look at the Mulliken charges, all values in e:
1. Cu 0.91
2. Cl 0.09

Record 3
C5H8OS2 | ωB97M-V/def2-TZVPD

```
16
Properties=species:S:1:pos:R:3:forces:R:3
C 3.033 0.723 -0.922 -2.1 0.3 -1.1
C 1.987 0.763 0.105 -1.7 -0.4 2.8
C 0.745 -0.002 -0.343 -3.3 0.8 -1.7
C -0.488 -0.152 0.684 1.9 -1.3 -1.4
C -1.703 0.811 -1.646 -2.5 0.5 -1.2
H 2.457 1.181 -1.758 1.1 -0.8 -0.3
H 3.366 -0.277 -1.052 0.5 -0.6 -0.7
H 3.764 1.398 -0.662 2.1 1.2 0.4
H 1.793 1.859 0.398 -0.5 -1.6 -0.5
H 2.156 0.253 1.111 0.4 0.7 -1.1
H -1.944 2.245 -1.128 0.7 -4.3 -2.2
H -0.467 0.437 -2.311 -4.3 1.6 2.2
H -2.796 0.231 -2.385 3.3 2.5 2.2
O 0.438 -0.410 -1.496 3.4 0.0 3.3
S -0.012 -0.890 2.047 -0.5 0.2 0.7
S -2.068 -0.167 -0.016 1.4 1.3 -1.3
```
Forces are in eV/Å.

Computed properties:
2S+1 ... 1
Energy above the lowest of the compared OMol25 structures with the same formula, charge and spin ... 6.678 eV
Orbital gap ... 0.2833 Eh
E_tot ... -1066.6860 hartree

Quick look at the Mulliken charges, all values in e:
1. C -1.14
2. C -0.31
3. C 0.45
4. C 0.21
5. C -0.85
6. H 0.25
7. H 0.32
8. H 0.41
9. H 0.28
10. H 0.34
11. H 0.24
12. H 0.38
13. H 0.27
14. O -0.61
15. S -0.25
16. S 0.02

Record 4
C15H23NO2 | ωB97M-V/def2-TZVPD

```
41
Properties=species:S:1:pos:R:3:forces:R:3
C 2.035 -0.543 2.961 -1.0 1.4 -1.2
C 0.659 -0.823 2.188 0.1 2.9 -0.7
C -0.555 -0.065 2.817 0.2 -1.3 0.6
C -1.764 -0.102 1.847 3.0 -0.1 0.1
C -1.477 0.211 0.350 -0.9 3.1 1.1
C -1.113 1.716 0.119 -2.1 0.5 -0.3
C -2.276 2.570 0.676 0.6 -0.6 0.2
C -1.128 1.924 -1.392 1.5 0.3 0.0
C 0.034 1.102 -1.975 -1.8 0.2 -2.0
C -0.207 -0.421 -1.694 1.7 1.5 -3.2
C 1.036 -1.184 -2.346 -3.0 0.3 0.7
C 1.290 -2.564 -2.118 4.7 2.6 -2.2
C 2.562 -2.747 -2.718 -4.9 -1.3 2.2
O 2.922 -1.691 -3.418 0.0 0.8 -1.1
C 1.912 -0.752 -3.289 0.7 0.9 0.8
N -0.446 -0.681 -0.245 2.4 6.5 0.6
O -0.843 -1.784 -0.054 -3.2 -11.1 0.8
C 0.762 -0.455 0.586 3.8 -0.5 2.3
H 1.878 -0.380 4.059 0.0 -0.4 -1.0
H 2.673 -1.396 2.763 0.4 0.0 0.2
H 2.531 0.405 2.546 -0.6 -1.3 0.6
H 0.500 -1.866 2.239 -0.5 -1.1 0.0
H -0.405 0.944 3.200 0.8 0.3 -0.5
H -0.800 -0.613 3.791 0.0 0.5 -1.3
H -2.072 -1.094 1.937 -1.2 -1.4 -0.3
H -2.435 0.595 2.251 -1.5 0.7 0.1
H -2.499 0.019 -0.089 1.4 0.0 -0.4
H -0.188 2.102 0.591 -0.3 -0.6 -0.4
H -1.985 2.853 1.679 -0.6 0.0 0.5
H -3.219 1.985 0.638 0.4 0.7 0.1
H -2.335 3.486 0.105 -0.3 0.2 -0.2
H -1.017 2.999 -1.680 -0.1 -0.7 0.3
H -2.084 1.559 -1.784 0.1 0.1 0.0
H 1.001 1.544 -1.736 0.1 -0.5 0.6
H -0.031 1.268 -3.090 0.2 -0.5 0.8
H -1.158 -0.778 -2.212 1.1 0.5 0.9
H 0.600 -3.196 -1.739 -1.4 -2.1 1.7
H 2.905 -3.749 -2.698 1.7 -0.2 -0.8
H 1.981 0.195 -3.852 0.4 -0.9 0.6
H 1.613 -1.156 0.289 -1.4 0.9 -0.4
H 1.145 0.564 0.496 -0.1 -0.1 -0.1
```
Forces are in eV/Å.

Computed properties:
2S+1 ... 1
Energy above the lowest of the compared OMol25 structures with the same formula, charge and spin ... 6.866 eV
Orbital gap ... 0.3283 Eh
E_tot ... -790.3913 hartree
SMILES ... C[C@H]1CC[C@H]2[C@H](C)CC[C@@H](c3ccoc3)[N@@+]2([O-])C1

Quick look at the Mulliken charges, all values in e:
1. C -1.39
2. C 0.41
3. C -0.90
4. C -1.55
5. C -0.55
6. C 0.84
7. C -1.77
8. C -1.06
9. C -1.10
10. C 0.81
11. C 0.06
12. C -0.91
13. C -0.49
14. O -0.34
15. C -0.66
16. N 1.65
17. O -1.04
18. C -1.16
19. H 0.35
20. H 0.38
21. H 0.29
22. H 0.41
23. H 0.33
24. H 0.42
25. H 0.67
26. H 0.41
27. H 0.49
28. H 0.24
29. H 0.37
30. H 0.31
31. H 0.50
32. H 0.42
33. H 0.32
34. H 0.36
35. H 0.49
36. H 0.22
37. H 0.66
38. H 0.43
39. H 0.39
40. H 0.33
41. H 0.35

Record 5
C23H33F2N3O2S | ωB97M-V/def2-TZVPD

```
64
Properties=species:S:1:pos:R:3:forces:R:3
C -1.640 3.385 4.540 0.0 0.2 -0.6
C -2.040 3.952 3.167 -0.5 -0.1 1.0
C -3.491 3.557 2.814 0.0 0.5 -1.0
C -3.582 2.616 1.597 0.7 -0.4 0.7
C -3.443 1.132 1.992 -0.6 0.1 -0.1
C -4.268 0.165 1.117 0.0 0.6 0.2
C -4.287 0.509 -0.375 0.6 -0.9 0.0
C -2.880 0.721 -0.983 -0.7 -0.2 -0.6
C -2.552 -0.287 -2.105 0.3 0.2 0.2
C -1.543 0.248 -3.134 -0.3 0.5 0.6
C -0.427 1.124 -2.514 0.0 -0.6 -0.8
C 0.884 0.880 -3.264 0.1 0.4 0.4
C 2.060 1.771 -2.783 -0.1 -1.3 0.1
C 3.212 0.858 -2.304 -0.3 0.6 0.3
C 2.882 0.390 -0.867 0.3 -0.2 -0.2
C 3.275 -1.029 -0.563 -0.5 0.0 0.1
C 4.532 -1.530 -0.714 0.0 0.4 0.1
C 4.880 -2.871 -0.410 -0.4 -0.2 0.1
C 3.956 -3.756 0.064 0.5 0.3 -0.4
N 4.416 -5.088 0.390 -0.4 0.1 -0.6
C 3.506 -6.152 0.159 -0.3 -0.1 0.9
O 2.857 -6.655 1.004 0.1 -0.6 0.3
F 3.438 -6.571 -1.086 0.3 0.5 -0.7
C 5.020 -5.175 1.664 -0.2 0.0 0.0
O 4.671 -4.663 2.657 -0.2 0.6 0.7
F 6.120 -5.908 1.617 0.3 -0.5 -0.3
C 2.621 -3.278 0.233 -0.5 -0.5 0.4
N 1.575 -3.977 0.690 0.0 -0.3 -0.1
S 0.302 -3.020 0.655 0.3 0.4 -0.1
N 0.971 -1.662 0.091 -0.3 -0.3 0.2
C 2.263 -1.934 -0.091 1.0 0.1 -0.3
H -0.689 3.791 4.883 0.1 -0.1 0.0
H -2.406 3.689 5.252 0.0 -0.2 0.2
H -1.580 2.298 4.490 0.0 -0.1 0.2
H -1.989 5.036 3.268 0.1 0.1 -0.3
H -1.359 3.628 2.382 0.1 0.1 0.0
H -4.032 4.463 2.530 0.0 0.1 0.2
H -4.019 3.143 3.673 0.0 -0.1 0.1
H -4.480 2.808 1.015 -0.2 -0.1 0.1
H -2.717 2.848 0.972 -0.3 0.2 -0.4
H -2.392 0.837 2.007 0.1 0.1 0.0
H -3.807 1.036 3.017 0.1 -0.2 0.1
H -3.899 -0.849 1.281 0.0 -0.1 -0.1
H -5.295 0.189 1.489 -0.1 -0.1 0.0
H -4.727 -0.355 -0.879 -0.2 0.1 -0.1
H -4.935 1.355 -0.591 0.0 0.1 0.1
H -2.864 1.720 -1.420 0.3 0.1 0.2
H -2.118 0.620 -0.214 0.1 0.4 0.1
H -2.129 -1.181 -1.637 -0.2 -0.1 0.0
H -3.481 -0.565 -2.602 0.1 -0.1 -0.1
H -2.099 0.871 -3.838 0.1 -0.1 -0.3
H -1.080 -0.576 -3.676 -0.1 -0.1 -0.1
H -0.287 0.845 -1.470 0.1 0.2 0.1
H -0.709 2.174 -2.586 0.0 0.1 0.3
H 1.141 -0.166 -3.078 0.1 -0.1 -0.1
H 0.735 0.975 -4.341 0.0 0.0 0.0
H 1.711 2.296 -1.893 0.1 0.6 -0.2
H 2.391 2.460 -3.555 -0.1 0.2 0.0
H 4.145 1.423 -2.331 0.2 -0.2 0.1
H 3.309 -0.022 -2.938 0.1 0.1 -0.2
H 1.809 0.471 -0.709 -0.1 0.0 0.1
H 3.365 1.056 -0.149 -0.1 0.1 0.1
H 5.305 -0.856 -1.063 0.1 -0.1 0.0
H 5.897 -3.212 -0.542 0.1 0.0 -0.1
```
Forces are in eV/Å.

Computed properties:
2S+1 ... 1
Orbital gap ... 0.3042 Eh
E_tot ... -1808.8665 hartree

Quick look at the Mulliken charges, all values in e:
1. C -1.24
2. C -0.36
3. C -1.04
4. C -0.37
5. C -0.41
6. C -1.24
7. C -0.88
8. C 0.10
9. C -0.83
10. C -0.87
11. C 0.06
12. C -0.78
13. C -1.16
14. C -0.95
15. C -0.40
16. C 0.16
17. C -0.80
18. C -0.46
19. C -0.55
20. N 0.18
21. C 0.47
22. O -0.40
23. F -0.25
24. C 0.49
25. O -0.41
26. F -0.25
27. C 1.28
28. N -0.59
29. S 0.15
30. N -0.35
31. C 0.28
32. H 0.37
33. H 0.32
34. H 0.28
35. H 0.32
36. H 0.32
37. H 0.31
38. H 0.51
39. H 0.42
40. H 0.11
41. H 0.26
42. H 0.60
43. H 0.27
44. H 0.44
45. H 0.44
46. H 0.36
47. H 0.28
48. H 0.13
49. H 0.14
50. H 0.41
51. H 0.28
52. H 0.47
53. H -0.14
54. H 0.39
55. H 0.32
56. H 0.53
57. H 0.44
58. H 0.47
59. H 0.41
60. H 0.55
61. H 0.15
62. H 0.41
63. H 0.41
64. H 0.49

Record 6
C20H18F6N3O4RhS4 | ωB97M-V/def2-TZVPD

```
56
Properties=species:S:1:pos:R:3:forces:R:3
Rh 0.071 -0.488 0.249 0.1 -0.2 -0.1
F 1.715 1.929 1.770 0.0 0.0 0.0
C 2.058 2.622 0.685 0.0 0.1 0.0
F 1.452 3.806 0.716 0.0 0.0 0.0
F 3.354 2.763 0.619 0.0 0.0 0.0
S 1.476 1.716 -0.827 -0.1 0.0 -0.1
O 1.942 0.329 -0.696 -0.1 0.1 0.1
O 1.806 2.476 -1.971 0.0 0.0 0.0
N -0.139 1.673 -0.455 0.0 -0.1 -0.2
S -1.042 0.664 -1.391 0.2 0.2 0.1
O -2.437 0.954 -1.110 -0.1 0.1 0.0
O -2.302 1.612 1.981 0.0 0.0 0.2
C -2.551 3.878 0.494 0.0 -0.1 -0.1
F -2.086 3.811 2.938 0.0 0.0 0.1
F -2.072 3.817 -0.703 0.0 0.0 -0.1
F -2.831 5.080 0.872 0.0 0.1 0.1
S -1.545 2.946 1.764 0.0 0.0 -0.1
C -3.410 0.888 1.509 -0.1 -0.1 -0.1
N -4.645 1.377 1.566 0.1 0.0 0.1
C -5.719 0.424 1.245 0.0 0.0 0.0
C -5.262 -0.483 0.127 0.0 0.0 0.0
N -4.027 -1.158 0.524 0.0 0.0 0.0
C -3.945 -2.605 0.239 0.0 -0.1 0.0
C -4.969 -3.350 1.056 0.0 0.0 0.0
C -6.030 -3.993 0.431 0.0 0.0 0.0
C -6.976 -4.670 1.191 0.0 0.0 0.0
C -6.864 -4.698 2.572 0.0 0.0 0.0
C -5.802 -4.056 3.200 0.0 0.0 0.0
C -4.856 -3.385 2.444 0.0 0.0 0.0
C -3.096 -0.447 1.140 0.0 0.2 0.1
S -1.558 -1.159 1.604 -0.1 -0.1 0.1
C -5.070 2.694 2.054 0.0 0.0 0.0
C -5.883 3.427 1.014 0.0 0.1 0.0
C -6.995 4.156 1.417 0.1 0.1 0.0
C -7.732 4.877 0.487 0.0 0.0 0.0
C -7.369 4.860 -0.851 0.0 0.0 0.0
C -6.274 4.111 -1.265 -0.1 0.1 0.0
C -5.537 3.394 -0.336 0.0 -0.1 0.0
H -6.589 1.000 0.938 0.0 0.0 0.0
H -5.963 -0.151 2.143 0.0 0.0 0.0
H -5.073 0.082 -0.789 0.0 0.0 0.0
H -6.019 -1.241 -0.065 0.0 0.0 0.0
H -2.933 -2.937 0.452 0.0 0.0 0.0
H -4.136 -2.732 -0.828 0.0 0.0 0.0
H -6.111 -3.985 -0.650 0.0 0.0 0.0
H -7.795 -5.180 0.702 0.0 0.0 0.0
H -7.597 -5.230 3.163 0.0 0.0 0.0
H -5.705 -4.096 4.276 0.0 0.0 0.0
H -4.013 -2.908 2.935 0.0 0.0 0.0
H -4.191 3.250 2.364 0.0 0.1 0.0
H -5.664 2.551 2.961 0.0 -0.1 0.0
H -7.282 4.172 2.462 0.0 0.0 0.0
H -8.593 5.446 0.809 0.0 0.0 0.0
H -7.947 5.418 -1.576 0.0 0.0 0.0
H -6.005 4.078 -2.312 0.0 0.0 0.0
H -4.724 2.761 -0.683 0.1 0.0 0.0
```
Forces are in eV/Å.

Computed properties:
2S+1 ... 5
Energy above the lowest of the compared OMol25 structures with the same formula, charge and spin ... 0.246 eV
Orbital gap (spin up / spin down) ... 0.2282 / 0.2120 Eh
Net charge ... +2
E_tot ... -3539.8190 hartree

Quick look at the Mulliken charges, all values in e:
1. Rh 0.30
2. F -0.22
3. C 0.73
4. F -0.20
5. F -0.16
6. S 1.24
7. O -0.71
8. O -0.48
9. N -0.46
10. S 0.33
11. O -0.21
12. O -0.27
13. C 0.59
14. F -0.14
15. F -0.13
16. F -0.17
17. S 0.62
18. C 1.11
19. N 0.21
20. C -0.77
21. C -0.81
22. N 0.22
23. C -1.37
24. C 0.69
25. C -0.33
26. C -0.64
27. C -0.45
28. C -0.77
29. C -0.19
30. C -0.13
31. S -0.26
32. C -1.30
33. C 0.85
34. C -0.69
35. C -0.69
36. C -0.56
37. C -1.09
38. C 0.43
39. H 0.53
40. H 0.37
41. H 0.28
42. H 0.53
43. H 0.57
44. H 0.40
45. H 0.41
46. H 0.41
47. H 0.41
48. H 0.43
49. H 0.43
50. H 0.32
51. H 0.54
52. H 0.43
53. H 0.43
54. H 0.43
55. H 0.46
56. H 0.46